# 1
Below is a structure of composition C3H7N2O2 at a distorted geometry, with properties calculated with the ωB97M-V functional and the def2-TZVPD basis.

## Properties
LUMO level: -0.254 hartree
Kohn-Sham gap: 7.71 eV
HOMO: -14.6 eV
energy relative to the best compared isomer or geometry (same formula, charge and spin): 109.6 kcal per mole
total charge: +1

```
14
Properties=species:S:1:pos:R:3:forces:R:3
C 0.419969 1.211192 -0.056836 2.4 0.0 -1.6
C -1.421194 -0.278618 -0.219144 0.0 0.6 0.0
C 0.904982 -0.650608 -0.268744 -1.8 2.2 0.8
N -0.378065 -1.160491 -0.030476 -0.1 -0.3 -1.7
N -0.872663 1.048105 0.363298 -2.2 1.2 4.0
O -1.405369 1.671014 1.289129 1.3 -1.8 -2.9
O 1.742190 -1.004728 0.707220 3.3 -1.2 -2.2
H 1.025147 1.819376 0.617042 -0.2 -0.3 0.2
H 0.469853 1.699856 -1.059180 -0.2 -0.7 0.4
H -1.531285 0.064090 -1.214060 -0.2 -0.1 -1.5
H -2.369697 -0.627510 0.139273 -0.4 0.3 0.7
H 1.159408 -0.857650 -1.277375 1.0 0.6 -1.0
H -0.357343 -1.620028 0.807722 -0.5 -1.6 2.7
H 2.614067 -1.314000 0.202131 -2.3 0.9 2.1
```
Forces are in eV/Å.

# 2
Below is the molecule C3H7N2O3P at a distorted geometry, with properties calculated with the ωB97M-V functional and the def2-TZVPD basis.

## Properties
LUMO level: -0.014 hartree
Kohn-Sham gap: 9.24 eV
HOMO: -9.6 eV
energy relative to the best compared isomer or geometry (same formula, charge and spin): 37.4 kcal per mole
total charge: 0

```
16
Properties=species:S:1:pos:R:3:forces:R:3
N 1.992477 2.756168 -0.984596 0.0 -7.7 2.7
O 0.075322 -1.679265 0.195371 0.6 1.8 -1.0
N 1.964151 1.633344 -0.540475 0.2 6.5 -1.8
O -0.888770 0.376621 1.138302 0.8 1.4 -0.7
O -0.861293 0.288407 -1.397007 2.4 1.4 3.3
C 1.819339 0.423332 -0.024787 -3.4 2.0 -1.9
C -0.319574 0.078041 2.422612 -0.5 0.4 0.2
C -1.365332 -0.692174 -2.230885 0.4 -2.9 0.5
P 0.044538 -0.193481 -0.045634 -1.5 -3.1 -0.7
H 2.500593 0.049714 0.675583 1.0 -0.5 0.6
H -0.306520 -0.976259 2.510906 0.4 -1.1 0.2
H 0.670462 0.516883 2.503437 0.1 0.0 0.2
H -0.972357 0.431984 3.219341 0.0 0.5 -0.3
H -2.056310 -0.342767 -2.946308 -1.3 0.9 -0.1
H -1.691357 -1.580463 -1.644181 -0.4 0.7 -0.4
H -0.605372 -1.090086 -2.851679 1.3 -0.4 -0.6
```
Forces are in eV/Å.

# 3
Below is the ion C3H7N2OS with charge +1 at a distorted geometry, with properties calculated with the ωB97M-V functional and the def2-TZVPD basis.

## Properties
LUMO level: -0.131 hartree
Kohn-Sham gap: 10.34 eV
HOMO: -13.9 eV
energy relative to the best compared isomer or geometry (same formula, charge and spin): 74.6 kcal per mole
total charge: +1

```
14
Properties=species:S:1:pos:R:3:forces:R:3
C -2.666255 -0.770355 -0.786805 -1.9 -0.8 4.5
C 2.185443 0.621321 0.034492 -1.2 -1.1 0.7
C -1.864730 -0.133273 0.027372 1.7 1.1 0.6
N 0.959697 0.134896 0.205433 0.5 0.6 -0.9
N 3.205427 0.017570 0.627428 -0.9 0.7 -0.3
O -1.933748 0.110830 1.357255 -1.8 -0.7 -0.5
S -0.315197 0.798262 -0.693015 -0.2 -0.6 1.1
H -2.486710 -0.817993 -1.759409 0.6 -0.4 -4.1
H -3.550714 -1.318888 -0.310629 1.2 0.9 -1.0
H 2.601314 1.455812 -0.489503 -0.9 0.9 -1.0
H 3.992867 0.633521 0.693434 0.7 -0.6 0.5
H 2.957231 -0.672056 1.304538 0.5 -0.5 0.6
H -2.873266 -0.167702 1.646003 2.1 0.7 -0.4
H -0.211364 0.108056 -1.856599 -0.3 -0.1 0.2
```
Forces are in eV/Å.

# 4
Below is the ion C3H7N2OS2 with charge +1 at a distorted geometry, with properties calculated with the ωB97M-V functional and the def2-TZVPD basis.

## Properties
LUMO level: -0.211 hartree
Kohn-Sham gap: 8.16 eV
HOMO: -13.9 eV
energy relative to the best compared isomer or geometry (same formula, charge and spin): 75.3 kcal per mole
total charge: +1

```
15
Properties=species:S:1:pos:R:3:forces:R:3
C -0.027255 -0.997107 -0.979719 1.1 -1.0 -2.2
C 1.750799 0.187480 -1.985996 0.4 -3.9 -0.7
C -2.067941 1.501443 -0.439682 -2.1 -1.5 -0.1
N 0.511755 1.400449 1.044513 2.1 -1.5 3.1
N 0.677501 0.034619 -1.065325 -0.6 0.5 1.9
O 1.111453 0.933945 1.914414 -1.7 1.6 -3.1
S -1.092615 -1.412825 0.345390 -0.5 1.4 0.2
S -1.433135 0.575662 1.001360 -0.5 -1.0 -0.9
H 0.045190 -1.782346 -1.815943 -0.2 0.6 1.4
H 1.667206 1.041999 -2.542727 -0.8 2.0 -1.9
H 1.789706 -0.805653 -2.658806 0.5 2.4 1.2
H 2.681854 0.417284 -1.464670 0.0 -0.8 0.3
H -2.215982 0.911561 -1.382332 0.6 0.3 1.1
H -1.444406 2.335021 -0.586192 0.9 1.1 -0.2
H -3.089869 1.814174 -0.132780 0.7 0.0 -0.1
```
Forces are in eV/Å.

# 5
Below is the molecule C3H7N2P at a distorted geometry, with properties calculated with the ωB97M-V functional and the def2-TZVPD basis.

## Properties
LUMO level (alpha / beta): 0.029 / -0.112 hartree
Kohn-Sham gap (alpha / beta): 6.45 / 5.97 eV
HOMO (alpha / beta): -5.7 / -9.0 eV
2S+1: 3
energy relative to the best compared isomer or geometry (same formula, charge and spin): 46.2 kcal per mole
total charge: 0

```
13
Properties=species:S:1:pos:R:3:forces:R:3
C -0.762787 -0.536722 0.075352 -1.5 -1.3 1.7
C -1.724463 0.583445 0.767906 0.8 -2.4 -0.4
C 0.179060 0.395695 -0.579260 -3.3 1.5 -1.6
N -1.358542 1.818373 0.156148 -1.4 1.0 1.2
N -0.325706 1.702721 -0.541721 1.9 -0.7 -1.1
P 2.169324 0.522192 0.286750 2.1 -3.7 -0.2
H -0.272496 -1.244562 0.892380 -1.0 1.4 -1.8
H -1.432952 -1.184638 -0.610882 1.5 1.0 0.8
H -2.787417 0.369623 0.551123 0.5 0.1 0.7
H -1.411675 0.562888 1.820164 -0.8 0.4 0.0
H 0.451253 0.266481 -1.617817 1.3 -0.7 0.0
H 2.519841 1.714313 -0.076737 0.6 3.1 -0.7
H 3.181513 -0.094493 -0.630119 -0.6 0.4 1.3
```
Forces are in eV/Å.

# 6
Below is the molecule C3H7N2PS2 at a distorted geometry, with properties calculated with the ωB97M-V functional and the def2-TZVPD basis.

## Properties
LUMO level: -0.019 hartree
Kohn-Sham gap: 7.88 eV
HOMO: -8.4 eV
SMILES: CC(=C=S)P(N)(N)=S
energy relative to the best compared isomer or geometry (same formula, charge and spin): 0.0 kcal per mole
total charge: 0

```
15
Properties=species:S:1:pos:R:3:forces:R:3
C 0.172417 1.514882 -1.285206 -1.4 -0.2 1.2
C 0.726650 0.397569 -0.533690 0.3 -1.9 1.0
C 1.987488 0.142791 -0.318557 1.8 -0.3 0.5
S 3.560455 -0.094551 -0.009690 -2.5 0.3 -0.5
P -0.701374 -0.656150 0.104687 1.9 -0.7 0.3
N -1.412127 0.279495 1.298655 0.7 -0.7 1.8
N 0.194846 -1.909076 0.857099 0.2 1.2 0.7
S -1.984019 -0.997147 -1.266523 -0.1 -0.6 -0.4
H -0.870529 1.438418 -0.965647 -0.1 1.2 -0.6
H 0.216142 1.406758 -2.313626 0.1 -0.4 -2.1
H 0.617858 2.413206 -1.007843 0.6 1.8 0.5
H -1.357170 -0.138841 2.238868 0.3 0.4 -0.6
H -2.344777 0.637610 1.204604 -0.2 -0.1 -0.7
H 1.022968 -1.529751 1.422554 -1.6 -1.3 -1.3
H 0.171172 -2.905216 0.574321 0.0 1.4 0.3
```
Forces are in eV/Å.

# 7
Below is the ion C3H7N2S with charge +1 at a distorted geometry, with properties calculated with the ωB97M-V functional and the def2-TZVPD basis.

## Properties
LUMO level: -0.210 hartree
Kohn-Sham gap: 7.63 eV
HOMO: -13.3 eV
SMILES: [H]/N=[N+](/C)CC=S
energy relative to the best compared isomer or geometry (same formula, charge and spin): 105.6 kcal per mole
total charge: +1

```
13
Properties=species:S:1:pos:R:3:forces:R:3
H 0.775838 1.237472 -1.856149 0.0 -0.7 -1.6
N 0.462885 1.567138 -0.975970 0.6 1.7 0.3
N 0.262948 0.680461 -0.183807 0.3 -2.3 -2.4
C -0.122788 1.052826 1.093890 -2.5 -2.0 4.3
C 0.239678 -0.881143 -0.623718 -1.1 1.5 -0.5
C -1.050695 -1.583877 -0.376527 -2.2 0.8 2.5
S -2.396290 -1.246374 0.501947 1.2 0.4 -0.7
H -1.285598 0.779894 1.064279 2.3 0.2 0.8
H -0.033251 2.058665 1.375419 0.2 1.8 -0.9
H 0.473893 0.607893 1.996207 -1.3 -0.4 -2.0
H 1.067288 -1.226401 -0.085580 1.1 -1.1 1.0
H 0.412148 -1.083372 -1.704688 0.3 1.2 0.5
H -1.212026 -2.552789 -0.758393 1.0 -1.1 -1.1
```
Forces are in eV/Å.

# 8
Below is a structure of composition C3H7N2S at a distorted geometry, with properties calculated with the ωB97M-V functional and the def2-TZVPD basis.

## Properties
LUMO level (alpha / beta): -0.215 / -0.215 hartree
Kohn-Sham gap (alpha / beta): 8.23 / 8.23 eV
HOMO (alpha / beta): -14.1 / -14.1 eV
energy relative to the best compared isomer or geometry (same formula, charge and spin): 110.4 kcal per mole
total charge: +1

```
13
Properties=species:S:1:pos:R:3:forces:R:3
C 1.647571 1.712999 -0.079443 -0.8 -0.3 0.2
C -0.351555 0.280693 -0.089842 -5.6 1.5 0.3
C 0.316315 -2.320974 -0.113384 -0.1 0.6 -4.5
N 0.724475 0.853537 0.137678 1.0 0.9 -0.9
N -1.888982 1.495608 0.220639 4.3 -0.1 -1.4
S -1.083493 -1.209259 -0.516752 1.2 0.8 0.7
H 2.257019 1.925005 0.797867 0.3 0.2 -0.4
H 1.795202 2.248604 -1.068672 -0.3 -0.9 1.2
H -0.135860 -3.155828 0.263405 -1.2 -2.5 0.6
H 0.718515 -1.869764 0.709838 2.0 1.1 1.7
H 0.907057 -2.540802 -1.082564 -0.6 0.4 2.1
H -2.681304 1.228732 -0.312017 -0.5 -1.0 -1.5
H -2.224959 1.351449 1.133248 0.3 -0.7 2.0
```
Forces are in eV/Å.

# 9
Below is a structure of composition C3H7N2S at a distorted geometry, with properties calculated with the ωB97M-V functional and the def2-TZVPD basis.

## Properties
LUMO level: -0.213 hartree
Kohn-Sham gap: 9.14 eV
HOMO: -14.9 eV
energy relative to the best compared isomer or geometry (same formula, charge and spin): 81.2 kcal per mole
total charge: +1

```
13
Properties=species:S:1:pos:R:3:forces:R:3
C -2.199882 0.126088 -0.145392 1.8 -2.4 -0.4
C -1.125370 1.016995 0.250340 1.0 -1.5 0.2
C 2.567977 -0.392891 -0.061618 2.0 -1.4 -0.4
N -1.845024 -1.100742 0.013399 -2.2 0.7 -0.9
N 1.278587 0.161557 -0.128677 -0.9 0.5 -0.6
S 0.124843 -0.216829 0.764909 0.1 -0.2 0.9
H -2.606610 -1.703254 -0.348524 0.8 -0.3 0.5
H -3.052953 0.415964 -0.670348 -1.6 0.7 -0.4
H -0.581090 1.550136 -0.467613 0.2 1.1 -1.3
H -1.394563 1.583198 1.067969 -0.3 1.7 1.9
H 2.961137 -0.632543 -1.114043 -0.8 0.3 1.4
H 2.719068 -1.323196 0.616629 -0.2 1.8 -0.9
H 3.153874 0.515513 0.222967 0.1 -0.9 0.1
```
Forces are in eV/Å.

# 10
Below is the ion C3H7N2S with charge +1 at a distorted geometry, with properties calculated with the ωB97M-V functional and the def2-TZVPD basis.

## Properties
LUMO level: -0.151 hartree
Kohn-Sham gap: 9.31 eV
HOMO: -13.4 eV
SMILES: C1=NSC[NH2+]C1
energy relative to the best compared isomer or geometry (same formula, charge and spin): 75.3 kcal per mole
total charge: +1

```
13
Properties=species:S:1:pos:R:3:forces:R:3
C 0.680871 -1.018961 -1.124409 -1.7 1.8 1.7
N 0.263276 -1.973714 -0.431938 0.5 -1.0 -0.4
S -0.565604 -2.007021 0.946877 -0.9 3.1 0.5
C -0.962734 0.091548 1.146178 -1.6 -3.0 0.1
N 0.194027 0.715032 0.522591 2.1 3.7 3.6
C 0.417558 0.450264 -0.873162 0.1 -1.4 0.2
H 0.940757 -1.055213 -2.106865 1.6 -1.4 -2.7
H -1.218654 0.272011 2.209276 1.3 0.1 -0.5
H -1.846603 0.509120 0.617203 0.5 -1.0 -0.1
H 1.149504 0.454206 0.920562 -1.7 0.1 0.3
H 0.114772 1.798277 0.801195 0.4 -2.5 -1.3
H 1.228248 1.048472 -1.168558 1.3 0.7 -0.5
H -0.395417 0.715977 -1.458950 -1.8 0.7 -1.0
```
Forces are in eV/Å.